Record 1
ORCA calculation (the ωB97M-V functional and the def2-TZVPD basis) on C15H19F3IrN3OS as an isolated structure.

The calculation puts the strongest force on any atom at 0.6 eV Å⁻¹. The expectation value of S² is 8.799. The energy above the lowest of the compared OMol25 structures with the same formula, charge and spin comes out at 1.0 kcal/mol. As for the net charge: +3. The spin multiplicity is 6. Its total energy is -44175.70272 eV. For the orbital gap (alpha / beta), the calculation gives 9.48 / 5.20 eV.

Structure (XYZ):
```
43
Properties=species:S:1:pos:R:3:forces:R:3
C 4.754 2.847 2.869 -0.2 0.0 -0.1
H 6.142 0.540 1.949 0.0 0.0 0.0
C -3.768 -0.824 0.068 0.0 0.0 0.0
H -0.628 -3.243 -4.224 0.0 0.0 0.0
C -2.588 -2.691 1.005 0.0 0.0 0.0
C -2.548 -4.010 1.774 0.0 0.0 0.0
H -4.716 -2.440 1.122 0.0 0.0 0.0
H -2.505 0.630 -0.938 0.0 0.0 0.0
H -4.683 -0.283 -0.133 0.0 0.0 0.0
H 2.483 -1.142 -4.809 0.0 0.0 0.0
C -1.405 -2.118 0.535 0.0 0.0 0.0
H 2.737 2.903 1.947 0.0 0.1 0.0
C 5.433 1.652 0.229 0.1 0.0 0.1
Ir 0.643 -0.760 -0.690 0.4 0.4 -0.3
H 5.727 2.551 -0.324 0.0 0.0 0.0
N 4.060 1.880 0.698 -0.2 0.0 -0.1
C 1.010 -2.036 -3.585 0.0 0.0 0.0
C 0.278 -2.795 -4.620 0.0 0.0 0.0
H 0.017 -2.090 -5.418 0.0 0.0 0.0
S 0.189 -2.731 0.714 0.0 -0.1 0.2
C 2.406 -1.618 -3.829 0.1 0.0 0.0
N -1.412 -0.933 -0.156 -0.1 -0.1 0.1
H 4.624 3.776 3.425 0.0 -0.1 0.1
H 7.369 1.444 1.061 0.0 0.0 0.1
N 2.227 0.415 -0.069 -0.2 -0.2 0.0
H 6.575 3.587 1.969 0.0 0.0 0.0
F -1.956 -4.944 1.022 0.0 0.0 0.0
F -3.767 -4.405 2.087 0.0 0.0 0.0
C 3.090 1.105 0.293 0.0 -0.1 0.1
H 0.925 -3.544 -5.078 0.0 0.0 0.0
C 6.359 1.496 1.470 0.0 -0.1 -0.2
H 2.782 -0.952 -3.053 0.0 0.0 0.0
H 5.439 0.781 -0.421 0.0 0.0 0.0
H 3.978 3.896 1.123 0.0 0.0 0.0
C 6.191 2.667 2.417 0.1 0.0 0.1
O 0.423 -1.758 -2.516 0.0 0.0 0.0
F -1.831 -3.845 2.889 0.0 0.0 -0.1
C -3.783 -2.022 0.765 0.0 0.0 0.0
C -2.553 -0.301 -0.388 0.0 0.0 0.0
H 3.029 -2.517 -3.881 0.0 0.0 0.0
H 4.415 2.025 3.503 0.0 0.0 0.0
H 6.796 2.469 3.308 0.0 0.1 -0.1
C 3.784 2.960 1.659 0.1 0.0 0.0
```
Positions in Å, forces in eV/Å.

Löwdin population analysis, charges in e, atoms 1 to 8: C -0.117; H 0.134; C 0.066; H 0.108; C -0.044; C -0.616; H 0.157; H 0.144

***

Record 2
ORCA calculation (the ωB97M-V functional and the def2-TZVPD basis) on one molecule with the formula C2H4OS2 in a non-equilibrium geometry.

The calculation puts the strongest force on any atom at 2.6 eV Å⁻¹. The energy above the lowest of the compared OMol25 structures with the same formula, charge and spin comes out at 10.7 kcal/mol. As for the net charge: 0. Its total energy is -25856.02959 eV. For the orbital gap, the calculation gives 9.08 eV.

Structure (XYZ):
```
9
Properties=species:S:1:pos:R:3:forces:R:3
O 0.317 1.485 0.030 -2.5 0.2 0.5
H -0.739 1.504 0.019 2.6 0.0 -0.1
C -0.464 -0.799 0.266 -0.6 -0.3 -1.7
H -0.558 -1.186 1.270 0.2 -0.4 0.0
H -2.209 0.390 1.024 -0.7 0.3 0.4
S 2.162 -0.322 -0.101 0.8 0.0 0.4
C 0.671 0.220 0.155 -0.8 -0.4 -1.2
H -0.297 -1.588 -0.523 0.1 0.6 1.3
S -2.160 -0.148 -0.184 1.0 -0.1 0.4
```
Positions in Å, forces in eV/Å.

Löwdin population analysis, charges in e, atoms 1 to 8: O -0.055; H 0.079; C -0.512; H 0.071; H -0.136; S 0.731; C -0.996; H 0.080

***

Record 3
ORCA calculation (the ωB97M-V functional and the def2-TZVPD basis) on one molecule with the formula C4H4O2 in a non-equilibrium geometry.

The calculation puts the strongest force on any atom at 2.5 eV Å⁻¹. The energy above the lowest of the compared OMol25 structures with the same formula, charge and spin comes out at 31.8 kcal/mol. As for the net charge: 0. Its total energy is -8305.69964 eV. For the orbital gap, the calculation gives 8.78 eV.

Structure (XYZ):
```
10
Properties=species:S:1:pos:R:3:forces:R:3
C -1.069 0.737 -1.881 -1.3 0.6 -0.5
O -0.915 -1.515 0.102 1.1 2.3 0.0
H -1.177 1.577 -2.600 0.5 -0.7 0.6
H -1.813 -0.025 -1.930 -0.5 -0.5 -0.4
C -0.286 -0.463 0.098 1.6 -0.1 0.7
H 0.568 -0.729 2.184 0.1 -0.2 -0.2
C -0.257 0.678 -0.845 -0.4 -0.4 -1.1
C 0.817 -0.149 1.267 -0.1 -0.2 1.1
O 1.755 0.628 1.313 -1.8 -1.1 -1.2
H 0.471 1.453 -0.802 0.7 0.2 0.9
```
Positions in Å, forces in eV/Å.

Löwdin population analysis, charges in e, atoms 1 to 8: C 0.065; O 0.092; H 0.088; H 0.063; C -0.317; H 0.117; C -0.109; C -0.147

***

Record 4
ORCA calculation (the ωB97M-V functional and the def2-TZVPD basis) on a 2-piece molecular cluster, C10H19O2S3 overall in a non-equilibrium geometry.

The calculation puts the strongest force on any atom at 2.2 eV Å⁻¹. The energy above the lowest of the compared OMol25 structures with the same formula, charge and spin comes out at 0.0 kcal/mol. As for the net charge: +1. Its total energy is -47269.73822 eV. For the orbital gap, the calculation gives 5.37 eV.

Structure (XYZ):
```
34
Properties=species:S:1:pos:R:3:forces:R:3
H 1.128 -3.859 1.902 -0.3 0.0 -0.3
C -2.792 1.761 -0.846 -0.5 -0.1 -0.4
H -3.847 0.702 -2.379 -0.1 0.1 0.1
H 1.023 -1.589 3.557 -0.3 0.2 -0.1
C -0.055 -1.633 3.353 -0.6 -0.4 0.2
H 2.293 1.148 0.845 0.1 0.1 -0.3
C 3.070 1.650 -2.804 -0.2 0.3 0.2
C 0.283 -1.082 0.677 -1.7 -1.0 0.9
H -0.197 -3.683 3.858 -0.2 0.0 -0.1
O -1.641 1.333 -1.627 0.1 0.4 1.3
C -3.931 1.643 -1.831 -0.1 0.1 -0.2
H 2.952 0.645 -3.220 0.0 0.2 0.3
H -4.903 1.697 -1.351 -0.1 0.0 0.1
H 0.707 -0.408 -0.072 -0.6 0.2 -0.6
S 1.980 1.942 -1.384 1.1 -0.2 0.5
H 0.539 0.594 -2.694 0.0 0.1 0.2
C -0.523 -3.039 3.033 -0.2 0.1 0.0
S -0.028 -2.670 0.213 1.7 0.3 -0.2
C -0.498 1.446 -0.933 0.9 -0.3 -0.6
S -0.430 -0.420 2.062 1.6 1.1 0.1
H 4.090 1.831 -2.451 -0.2 -0.1 -0.2
H -2.904 1.099 0.027 0.1 0.2 -0.3
H -0.484 -4.538 1.497 0.4 0.1 0.2
C 0.667 0.927 -1.668 -1.7 0.2 0.0
C 0.066 -3.622 1.761 -0.5 -0.6 0.1
H -1.617 -3.063 2.980 0.2 0.0 0.1
H 3.811 1.702 0.048 0.0 -0.3 0.3
H -2.671 2.802 -0.502 0.2 -0.5 -0.1
H 2.800 2.417 -3.538 0.1 -0.3 0.1
O -0.446 1.881 0.226 0.1 -0.4 -0.9
H -0.615 -1.245 4.219 0.4 -0.1 -0.2
H -3.861 2.463 -2.553 -0.1 -0.2 0.0
H 3.134 0.068 -0.342 -0.1 0.2 -0.1
C 2.901 1.102 -0.064 0.5 0.4 -0.3
```
Positions in Å, forces in eV/Å.

Löwdin population analysis, charges in e, atoms 1 to 8: H 0.099; C -0.213; H 0.082; H 0.102; C -0.426; H 0.050; C -0.234; C -0.676

***

Record 5
ORCA calculation (the ωB97M-V functional and the def2-TZVPD basis) on a 6-piece molecular cluster, C33H49BrClF5N5O19S overall in a non-equilibrium geometry.

The calculation puts the strongest force on any atom at 6.0 eV Å⁻¹. As for the net charge: +1. Its total energy is -188346.74344 eV. For the orbital gap, the calculation gives 8.22 eV.

Structure (XYZ):
```
114
Properties=species:S:1:pos:R:3:forces:R:3
H -5.342 5.538 -4.259 0.1 -0.1 -0.2
H -5.213 4.328 -0.501 -0.1 0.0 0.0
C -5.917 1.636 1.509 -0.2 0.2 -0.2
C 4.388 4.530 1.200 -0.4 0.2 -0.1
O -6.667 2.267 0.842 -0.1 0.0 0.2
C -10.333 7.586 -3.671 -0.2 0.3 -0.3
C 6.103 -5.664 -0.393 -0.4 1.0 0.5
H -1.330 -1.353 -1.834 0.1 0.1 -0.1
C 4.890 -4.968 -1.118 0.9 -1.0 -0.5
H -1.575 0.473 -3.951 0.1 -0.1 0.0
C 3.784 -3.884 0.675 -0.2 -0.4 -0.4
C 6.401 -8.328 2.215 0.2 -0.3 -0.3
O 4.814 -8.337 -0.456 -1.9 0.2 -0.7
C -4.576 4.453 -2.546 -0.8 0.2 0.5
H 1.855 -1.627 3.579 0.4 -0.3 -0.5
C -5.098 4.525 -3.955 0.0 0.2 -0.3
O 6.352 3.369 1.339 -0.4 -0.3 0.3
H 6.961 -4.966 -0.364 -0.2 -0.6 -0.3
H 6.659 0.291 1.162 0.3 -0.3 -0.1
O -3.989 4.017 -4.716 0.3 -0.4 0.4
C 6.795 -8.691 0.744 0.5 1.0 -0.2
C 6.429 5.378 -0.029 0.4 -0.2 0.0
H 1.930 -1.728 5.971 0.4 -0.4 -0.4
H -6.074 3.246 -1.573 -0.1 0.1 -0.1
H -3.974 5.334 -2.301 0.1 0.0 -0.1
C -0.491 -1.425 -3.822 -0.4 -0.1 0.5
C -0.569 0.062 -4.069 0.0 0.2 0.2
F -1.616 -2.243 0.280 0.4 -0.4 0.3
C 5.914 -7.953 -0.294 1.4 -1.4 1.0
Cl 4.157 -0.006 5.150 0.0 -0.6 -0.1
H 5.726 -0.489 0.119 0.2 -0.2 0.1
H -3.614 -1.118 1.095 -0.1 0.0 0.2
O -7.673 5.512 -3.960 -0.3 0.2 0.1
O 0.746 -5.330 1.882 1.2 0.6 -2.4
H 5.367 3.559 -0.459 -0.1 -0.1 0.1
Br 2.361 -6.035 -0.598 -0.2 0.2 0.3
S 1.340 -4.085 2.260 -3.9 -2.5 3.9
H -2.476 -1.859 -3.093 0.1 0.2 0.0
O -8.939 6.390 -2.313 0.2 0.1 -0.5
F -0.327 -3.851 -0.315 0.1 -0.4 0.4
F -0.591 -2.338 2.831 0.6 0.0 0.3
O 4.227 3.377 2.038 0.3 -0.2 0.1
C 5.517 -1.049 2.090 0.2 0.1 -0.4
H -2.724 -1.005 2.629 -0.1 0.1 0.1
N 6.342 -0.652 0.919 -0.7 0.3 0.2
H 6.226 -1.459 2.842 -0.6 0.3 -0.1
H 7.844 -8.431 0.516 -0.3 -0.2 0.4
C -3.094 -0.441 1.772 0.1 0.2 -0.3
O 6.448 -6.899 -1.026 0.1 0.2 0.8
H 7.228 5.069 -0.704 -0.1 0.0 0.0
C -4.000 0.689 2.201 0.5 -0.5 0.1
H 4.679 -2.229 4.510 -0.5 0.1 0.2
C 3.716 -1.715 4.668 -0.6 0.5 0.0
C 4.576 -2.178 1.727 -0.2 -1.9 -1.9
O 1.327 -4.088 3.697 1.8 1.9 -0.4
H 6.815 -7.350 2.512 -0.2 -0.4 0.0
O -3.698 3.317 -2.611 0.3 0.0 -0.5
C -0.520 -1.014 -6.036 0.0 0.1 -0.3
F 0.713 -1.742 1.146 0.1 -0.1 0.6
H 3.075 -0.519 2.971 -0.1 -0.7 -0.2
N 3.376 -2.472 2.246 1.1 2.9 2.0
C 5.617 4.180 0.406 0.3 0.8 -0.4
O -4.699 1.217 1.076 -0.2 0.1 0.2
C -10.894 7.327 -1.219 0.2 -0.2 0.4
H -11.199 6.943 -3.845 0.0 0.0 0.1
H 5.015 -0.145 2.478 -0.1 -0.8 0.4
C -3.293 3.191 -3.900 -0.1 0.1 -0.1
C -8.531 6.256 -3.601 0.0 -0.1 0.0
H 4.665 -5.645 -1.963 -0.4 0.4 0.6
C -0.945 -3.327 0.734 -0.5 1.4 -0.3
H 3.454 -2.119 6.752 -0.3 -0.1 -0.5
H -2.238 -0.044 1.226 0.0 0.0 0.1
H 6.689 -9.781 0.639 -0.2 0.5 -0.4
O -2.433 2.446 -4.262 -0.1 0.1 0.1
H 2.716 -3.380 5.764 -0.2 0.6 -0.3
H 0.534 -1.735 -3.590 0.0 0.0 -0.1
N 2.811 -3.589 1.654 1.4 0.6 -0.6
N 3.701 -4.836 -0.222 1.1 -0.2 -1.3
C -5.646 4.245 -1.499 0.3 -0.2 0.3
C 2.872 -2.289 5.822 0.9 0.0 0.7
H 5.168 -4.011 -1.588 -0.2 -0.2 0.7
H -9.216 8.407 -2.018 0.0 0.0 -0.1
H 0.118 0.628 -3.439 0.1 0.1 -0.2
H 5.307 -8.338 2.372 0.5 0.0 -0.3
H 6.906 5.857 0.826 -0.2 0.0 0.1
H -5.517 -0.725 2.895 0.1 0.0 -0.1
H -6.443 4.982 -1.589 0.1 0.0 -0.1
C 0.089 -2.760 1.789 -0.2 -0.2 -2.2
O -9.229 7.077 -4.425 0.1 -0.2 0.3
O -0.193 0.164 -5.443 -0.1 -0.4 0.0
O -0.529 -1.200 -7.207 0.0 -0.1 0.1
C 5.455 2.830 2.198 0.1 0.1 0.1
H 6.815 -9.129 2.852 -0.1 0.6 -0.1
C 2.920 -1.558 3.311 -0.7 0.4 1.5
H -5.962 3.886 -4.132 0.1 0.0 0.1
H 5.843 -5.855 0.672 0.0 0.2 -0.6
H -10.577 8.600 -3.984 0.2 -0.1 -0.1
H -11.325 6.327 -1.289 0.0 0.1 -0.2
C -5.130 0.276 3.109 -0.2 0.0 0.4
C -9.816 7.525 -2.259 -0.7 0.1 0.5
H -11.688 8.068 -1.328 0.1 0.0 -0.1
O -6.147 1.233 2.789 0.2 0.0 -0.3
O -0.836 -1.959 -5.103 0.2 0.3 -0.1
H -10.475 7.419 -0.216 0.0 0.1 0.0
H -4.863 0.333 4.163 -0.2 0.1 0.0
H -3.411 1.496 2.649 -0.1 0.0 0.0
F -1.840 -4.121 1.271 0.4 -0.5 0.1
H 3.511 4.677 0.572 -0.1 -0.2 0.1
H 5.806 6.108 -0.548 0.0 -0.1 0.0
O 5.714 1.980 2.998 -0.1 -0.1 -0.3
H -1.245 -2.973 -2.536 0.0 0.0 0.0
C -1.440 -1.922 -2.755 0.0 -0.4 -0.2
H 4.517 5.407 1.838 0.1 0.0 -0.1
N 4.857 -3.064 0.732 -1.1 0.3 1.1
```
Positions in Å, forces in eV/Å.

Löwdin population analysis, charges in e, atoms 1 to 8: H 0.129; H 0.081; C -0.544; C -0.089; O 0.172; C -0.096; C -0.146; H 0.073